No. 1
{"formula": "C14H19N3O2", "method": "wB97M-V/def2-TZVPD", "smiles": "N/C(=N\\OC(=O)CCC1CCCC1)c1cccnc1", "charge": 0, "max_force_ev_per_a": 1.291, "homo_lumo_gap_ev": 9.954, "species": ["C", "H", "O", "H", "C", "C", "N", "N", "H", "H", "C", "N", "H", "C", "H", "O", "H", "H", "C", "H", "C", "H", "C", "H", "C", "C", "H", "H", "H", "C", "C", "H", "H", "H", "C", "C", "H", "H"], "coordinates": [[-6.8982, 0.8478, 0.1731], [5.1631, 2.0889, 1.4209], [-0.6601, -2.3696, -0.2492], [-4.3262, -0.2855, 2.0410], [-0.1617, -1.4557, 0.3705], [-5.0827, 0.4955, -1.1420], [-6.3397, 0.8789, -1.0241], [-2.1728, -0.1390, 0.7628], [5.0826, -0.3220, -1.6392], [3.5857, 0.4701, -2.1208], [5.0511, 1.2182, 0.7763], [-2.5741, -0.9116, -1.4595], [-4.6710, 0.5730, -2.1406], [-6.2198, 0.4479, 1.3162], [4.0063, -0.2550, 2.0074], [-0.7917, -0.3814, 0.8239], [3.9349, -1.4545, -0.0185], [4.0172, 2.3631, -0.7241], [3.5236, -0.4470, -0.1276], [1.7135, -2.3648, 0.7795], [-2.9102, -0.3913, -0.2508], [1.4180, -0.8436, 1.6665], [3.8301, 0.3759, 1.1374], [-7.9326, 1.1625, 0.2127], [1.3051, -1.3561, 0.7127], [-4.3114, 0.0480, -0.0703], [1.5834, 0.4223, -0.4745], [5.9588, 0.6165, 0.8458], [5.6701, 1.9497, -1.1944], [4.2512, 0.2843, -1.2786], [4.7826, 1.5870, -0.6781], [-1.7613, -1.5197, -1.4825], [-3.3333, -1.1958, -2.0578], [2.9908, 1.0375, 1.3584], [-4.9043, 0.0399, 1.1908], [2.0237, -0.5742, -0.3950], [1.8704, -1.0918, -1.3453], [-6.7109, 0.4518, 2.2766]], "forces_ev_per_a": [[-0.05, 0.00, 0.26], [0.09, 0.00, 0.06], [0.00, 0.06, 0.16], [0.04, -0.03, 0.07], [0.35, -0.74, -0.11], [0.43, -0.18, 0.12], [-0.36, 0.18, -0.38], [-0.54, 0.21, 1.15], [0.01, -0.01, -0.06], [-0.01, -0.06, -0.10], [-0.13, 0.13, 0.01], [0.09, -0.01, -0.38], [0.14, -0.05, -0.04], [0.09, -0.02, -0.09], [-0.09, 0.02, 0.10], [0.08, 0.52, -0.35], [-0.01, -0.01, 0.00], [-0.02, 0.08, -0.01], [-0.27, 0.02, -0.10], [-0.06, 0.01, 0.02], [0.57, -0.28, -0.63], [0.03, -0.04, 0.04], [0.22, -0.13, 0.03], [-0.08, 0.01, 0.11], [-0.14, 0.13, -0.20], [-0.46, 0.11, 0.12], [-0.01, 0.06, -0.07], [0.08, -0.01, 0.03], [-0.01, 0.10, -0.05], [0.04, 0.03, -0.01], [0.15, -0.07, -0.01], [-0.16, 0.09, 0.10], [0.01, 0.03, 0.11], [-0.10, 0.04, 0.06], [-0.03, 0.02, -0.18], [0.21, -0.26, 0.16], [-0.05, 0.04, -0.03], [-0.05, -0.01, 0.07]], "nbo_charge": [0.044, 0.210, -0.636, 0.241, 0.799, 0.043, -0.414, -0.220, 0.205, 0.207, -0.397, -0.810, 0.193, -0.254, 0.212, -0.367, 0.200, 0.195, -0.218, 0.228, 0.391, 0.230, -0.408, 0.194, -0.497, -0.129, 0.205, 0.195, 0.211, -0.401, -0.401, 0.429, 0.392, 0.197, -0.127, -0.374, 0.209, 0.222]}

No. 2
{"formula": "C59H68N10O3", "method": "wB97M-V/def2-TZVPD", "charge": 0, "max_force_ev_per_a": 14.156, "homo_lumo_gap_ev": 6.207, "species": ["H", "C", "C", "N", "H", "N", "H", "H", "C", "H", "H", "N", "H", "H", "C", "C", "C", "C", "N", "C", "H", "H", "C", "H", "C", "C", "C", "N", "H", "H", "C", "H", "C", "H", "C", "H", "H", "H", "C", "O", "C", "H", "C", "H", "H", "C", "N", "C", "C", "H", "C", "H", "C", "H", "C", "H", "H", "C", "C", "C", "C", "H", "C", "C", "O", "C", "C", "C", "H", "H", "C", "N", "C", "C", "H", "C", "H", "C", "H", "C", "C", "C", "N", "H", "C", "H", "H", "O", "H", "H", "H", "H", "C", "H", "C", "H", "H", "C", "H", "C", "H", "C", "H", "H", "H", "H", "H", "C", "H", "N", "H", "C", "H", "C", "H", "C", "H", "H", "C", "H", "H", "H", "C", "C", "H", "C", "H", "H", "H", "H", "H", "C", "C", "H", "C", "H", "H", "C", "H", "N"], "coordinates": [[1.1316, -0.8725, 3.6141], [0.3541, 1.0853, 3.9612], [0.1667, 2.7378, -0.2957], [-2.8946, 4.9344, -4.1992], [-1.1799, -1.6290, 1.1591], [-0.4981, 0.8299, 0.7969], [-0.6832, 0.9672, 3.6846], [3.4839, -1.1110, -1.7622], [2.0814, 0.0136, -4.6069], [-0.1782, 2.4097, -2.5563], [0.9162, -1.8353, -1.6519], [-0.5096, -0.7729, 3.1162], [0.0142, 4.1771, 2.8873], [0.3467, -2.2931, 4.2338], [-1.7977, -2.3691, -0.7371], [1.1506, 3.2264, 0.4980], [1.9574, -1.4071, 3.1684], [0.4630, 1.7497, -3.1217], [-3.3305, -4.2617, -0.6746], [2.4972, -3.1522, 1.6306], [-1.5896, 2.1942, -1.8134], [0.5377, -2.6547, 2.0539], [-1.4229, 2.5969, 3.0710], [-0.2803, 6.1905, 1.3449], [-2.9651, 2.6927, -3.3230], [-4.5411, -1.2766, -0.8271], [0.6283, -1.2951, 0.3977], [1.2319, 0.7955, -2.5112], [0.3364, 1.7917, -0.7881], [-2.2561, 1.4186, 1.6086], [0.1737, -0.2495, 1.2520], [-3.4795, 1.7437, -3.2900], [-0.1327, 5.2079, 0.9218], [1.3033, -2.2098, -2.5764], [-0.2206, -0.9616, -4.1108], [2.4016, -1.1422, 0.3607], [0.7890, -1.1287, -5.9456], [1.4164, 1.2689, -0.0886], [-1.8981, 2.9508, -2.5197], [-1.7880, 1.7973, 3.9288], [-4.2805, -0.4250, 0.3876], [3.2051, -0.6898, 1.8034], [-0.8021, 0.9062, -0.5411], [1.4542, 1.0141, -6.3149], [-3.7677, -0.0073, 2.9580], [1.3180, 1.2814, 2.9877], [3.9649, -4.1893, -0.5245], [2.7536, -4.7088, -0.8578], [-0.3854, -0.0584, -1.4752], [2.2988, 0.7923, -1.5744], [0.3346, -1.6816, -5.1367], [4.6308, -3.4546, 1.3275], [3.3283, -1.2353, 3.3589], [2.7193, -0.6611, -2.6828], [1.0431, 4.4661, 1.1065], [3.4930, 1.5837, 2.6807], [-1.2992, 6.1405, -3.3765], [-1.5792, 2.2730, 1.6085], [-1.8063, -2.4168, 4.3906], [-1.8649, -2.2641, 0.6171], [-1.7752, 5.1715, -3.4071], [-2.5897, -3.5007, -2.4392], [-3.4453, 3.6893, -4.1935], [-0.9249, 4.0009, 3.4118], [4.4957, 1.3241, 0.4217], [-0.8110, -2.8985, -2.9541], [1.7440, -4.0451, -1.5673], [3.4713, 0.7002, 0.1901], [-2.8200, 0.8574, 1.2023], [-0.5869, 0.1648, -2.5125], [3.2142, -2.1413, -1.5830], [0.7351, 0.9995, 5.2827], [3.3226, -0.6830, 0.7198], [1.5603, -2.4745, 2.3508], [-1.1357, -1.6919, -1.2563], [2.0373, -2.7160, -1.9669], [-3.9716, -2.0294, 4.3984], [-3.1528, 0.6201, 0.1918], [2.0543, 2.6410, 0.5829], [2.0558, -0.0177, -3.2415], [-3.0088, -1.7093, 4.0282], [-0.1584, -3.6707, -3.9157], [4.2751, -1.9342, 2.6923], [2.5926, -5.7653, -0.7015], [1.3501, 1.0210, -5.2399], [-2.4663, -3.1581, 2.4526], [-0.4546, 4.4144, -1.9629], [-4.9922, -0.4296, 1.4005], [2.5485, 2.3864, -0.7601], [-0.6964, 1.8903, 1.0963], [-1.5270, 0.7102, 2.0610], [-3.9309, -4.9086, 1.1797], [-2.5333, -3.2229, 1.3767], [-1.9775, 3.0955, 1.0144], [-2.5805, -3.3766, -1.3664], [-0.0735, 2.5737, -5.1187], [-5.5987, -1.5182, -0.7219], [3.0268, 1.4026, 4.7007], [4.2259, -1.2519, 0.4995], [2.0452, 1.1011, 5.6064], [-1.2465, -3.5319, -2.1954], [0.3958, -3.0781, -5.0441], [2.7080, -0.6759, -5.1531], [-4.2809, 3.5479, -4.8629], [-0.1424, 0.1155, -4.1127], [1.0505, 1.3143, 1.9419], [-1.6850, 4.6913, 3.0460], [-2.8892, -0.5631, 3.2506], [0.8002, -4.5187, -1.7938], [-1.0329, 3.4054, -0.4347], [-4.3895, -0.7232, -1.7538], [-1.6622, -0.1061, 2.7551], [-3.5128, 1.4910, -0.3561], [-1.1680, 4.6040, 0.1819], [2.2110, 0.9722, 6.6657], [-3.3533, -4.1548, 0.6653], [3.7501, -0.5054, 4.0341], [5.1331, -2.5261, -0.5693], [-1.2750, 4.1798, -2.6250], [-0.8093, 4.1111, 4.4900], [0.2808, -0.3853, 2.3180], [4.0562, 1.5653, 4.9840], [2.3648, 1.3207, -0.6233], [2.6675, 1.4906, 3.3708], [1.7940, 4.8617, 1.7743], [0.5197, 1.8871, -4.5330], [-0.1871, -4.7501, -3.8945], [-1.2989, 1.8097, -0.8627], [-1.7417, -3.3292, 4.9649], [0.9080, -3.6702, -5.7880], [-2.0666, 5.1403, -0.0851], [0.4112, -1.1503, -0.9870], [4.1622, -2.8919, -0.8690], [1.1712, -2.1650, 0.7367], [3.8661, -2.9098, 1.8613], [2.1227, -3.8916, 0.9382], [-2.2716, 0.2311, -0.3184], [-0.6101, -1.8815, 3.9482], [-4.0117, -2.2117, -1.0097], [-0.7763, -1.5618, -3.0400]], "forces_ev_per_a": [[1.97, 0.18, 0.46], [3.79, 0.17, 2.29], [-0.29, 5.90, -0.78], [0.60, -0.54, 0.29], [-0.98, -0.30, -0.51], [6.61, -10.84, -6.26], [3.14, 0.14, 1.81], [0.49, -0.69, 0.53], [0.97, 1.95, -0.04], [1.26, -0.91, -0.30], [-2.48, 2.06, 2.44], [-8.00, -4.76, 6.36], [-0.47, -0.06, 0.75], [-0.49, -0.20, 0.31], [-1.90, -1.55, 0.14], [1.21, 1.89, 1.34], [0.61, -2.09, 0.65], [2.95, -0.45, -2.43], [0.21, 0.87, -0.03], [1.63, -1.42, 1.17], [-1.19, 0.93, -2.64], [0.00, -0.44, 1.31], [-2.10, 2.68, -2.24], [0.05, -0.01, 0.09], [-1.06, 0.04, -1.00], [-1.71, -0.15, 0.11], [-1.71, 1.91, -3.80], [-0.41, 1.69, -6.17], [0.88, 2.22, -0.83], [1.88, 5.12, 1.09], [2.74, 0.80, -7.11], [-0.01, -0.19, 0.04], [-0.40, -0.86, -1.24], [1.84, -1.23, -2.14], [-1.44, -2.18, 0.56], [1.45, 0.39, -0.31], [-0.35, -0.58, -0.24], [1.44, -1.57, -0.46], [-1.70, -0.05, -1.38], [-2.86, 2.79, 0.90], [-0.10, 0.95, 0.05], [0.04, 1.46, -2.00], [0.17, -5.38, -0.89], [-0.37, 0.53, -0.19], [-0.01, -0.06, 0.33], [2.16, 2.01, 0.29], [-1.02, 0.56, -1.64], [0.36, 0.21, -1.27], [-0.48, 2.42, 3.54], [1.20, 0.57, 2.40], [-0.19, -1.45, -0.76], [-0.04, -0.03, 0.45], [0.85, -1.59, 0.89], [-0.95, 0.84, -0.93], [-1.10, 0.59, -0.19], [-0.23, 0.32, -0.50], [-0.33, 0.24, -0.42], [-5.74, 7.64, 7.32], [-0.42, 1.46, -0.61], [0.23, -1.73, 1.09], [-2.17, -1.33, -1.35], [-1.63, -0.05, 0.44], [1.65, 2.03, 0.90], [-0.13, -1.00, 0.68], [0.19, 0.10, -0.20], [3.25, -0.96, -3.83], [1.60, 0.85, 0.40], [0.22, 0.84, 0.53], [-3.45, -2.16, -2.83], [-0.77, -0.12, 2.01], [2.07, -0.89, 0.71], [-0.06, -0.26, -1.15], [-0.10, 1.38, -1.36], [1.09, 0.38, 1.47], [-1.73, -1.13, 0.29], [1.28, -3.23, -1.12], [-0.08, -0.06, -0.12], [-2.77, -2.63, 0.32], [-0.54, 1.32, 1.25], [-1.09, 1.93, 0.10], [1.77, 0.07, 0.51], [-0.48, 0.08, -1.31], [-0.33, -1.85, 1.47], [0.20, -0.15, 0.57], [0.98, -0.32, -0.27], [-0.28, -0.49, -0.46], [0.18, 0.18, -1.00], [1.11, -0.24, -2.16], [0.73, -0.81, -1.18], [0.55, 2.37, 2.23], [0.20, -2.26, 2.01], [-0.09, -0.02, 0.13], [-1.75, -0.59, -1.47], [-0.95, -0.83, 1.78], [-1.76, -0.65, 2.92], [-0.12, 0.38, 0.38], [-0.16, -0.20, -0.39], [0.07, 0.62, -0.30], [-0.38, 0.88, 0.08], [-2.11, 0.21, 0.15], [2.26, 1.19, -0.68], [-0.15, 0.88, 0.30], [0.04, 0.07, -0.06], [-0.10, -0.09, 0.02], [-1.05, -0.89, -0.10], [0.60, 0.65, 0.75], [0.12, 0.17, 0.01], [-0.03, -0.31, 0.10], [0.23, -0.08, 0.03], [3.74, 1.65, 2.52], [0.02, 0.39, 0.08], [-0.35, -4.90, 2.69], [-0.16, 0.17, 0.29], [1.92, 0.18, -0.91], [0.37, 0.03, 0.12], [1.71, 0.64, 0.36], [-0.28, -0.30, -0.19], [-0.01, 0.38, -0.21], [0.59, 0.99, -0.17], [0.00, -0.03, -0.02], [2.40, 1.02, -1.12], [0.08, -0.15, 0.17], [3.12, -1.18, 1.88], [-0.96, 0.05, -0.03], [0.32, -0.12, -0.13], [0.76, -0.06, 0.56], [0.10, -0.15, 0.36], [-0.81, -2.27, 1.91], [-0.43, 0.03, 0.17], [-0.07, -0.02, -0.15], [-0.30, 0.02, 0.30], [-0.65, 2.79, 3.53], [-0.94, -2.38, -0.62], [-0.88, 1.07, -1.42], [-0.72, 0.40, 1.39], [0.35, 0.05, 0.26], [-1.84, -0.72, -0.07], [-1.40, 1.05, -0.43], [-0.51, 0.77, 0.86], [-1.49, -2.58, -2.89]], "lowdin_charge": [0.066, -0.164, -0.201, 0.052, 0.079, -0.061, 0.014, 0.098, -0.084, 0.064, 0.004, -0.070, 0.042, 0.113, -0.079, -0.054, -0.061, -0.077, 0.072, -0.063, 0.043, 0.114, -0.361, 0.117, -0.038, -0.008, -0.056, -0.065, 0.066, 0.008, -0.100, 0.102, -0.047, 0.075, -0.119, 0.050, 0.097, 0.059, -0.148, 0.006, -0.386, 0.044, -0.229, 0.120, 0.107, -0.045, 0.051, -0.142, -0.090, 0.040, -0.055, 0.098, -0.134, 0.071, -0.023, 0.106, 0.106, -0.094, -0.042, -0.055, -0.098, 0.116, -0.122, 0.016, 0.058, -0.181, -0.002, -0.404, 0.018, 0.091, -0.056, 0.129, -0.069, -0.108, 0.046, -0.111, 0.116, 0.024, 0.081, -0.096, -0.026, -0.055, 0.067, 0.114, -0.080, 0.064, 0.112, 0.041, 0.114, -0.062, 0.034, 0.100, 0.016, 0.107, -0.212, 0.122, 0.095, -0.114, 0.078, -0.135, 0.052, -0.013, 0.134, 0.097, 0.073, 0.086, 0.092, -0.007, 0.102, -0.082, 0.090, -0.120, 0.133, -0.123, 0.101, -0.095, 0.098, 0.130, -0.114, 0.094, -0.068, 0.112, -0.044, -0.051, 0.126, -0.004, 0.117, 0.051, 0.109, 0.113, 0.138, -0.042, -0.120, 0.062, -0.134, 0.096, 0.066, -0.064, 0.033, 0.017]}

Question: charge of number 2 (C59H68N10O3)?
Answer: 0